{"formula": "C23H39BClN5O7", "method": "wB97M-V/def2-TZVPD", "smiles": "CC[C@@H](Cl)N1C(=O)c2ccc(CCN)c(B(O)OC)c2C1=O.CN(C)C=O.CN(C)C=O.CN(C)C=O", "homo_ev": -9.1, "charge": 0, "total_energy_ha": -2185.39901, "lumo_energy_ha": -0.0102, "species": ["Cl", "O", "O", "O", "O", "O", "O", "O", "N", "N", "N", "N", "N", "C", "C", "C", "C", "C", "C", "C", "C", "C", "C", "C", "C", "C", "C", "C", "C", "C", "C", "C", "C", "C", "C", "C", "B", "H", "H", "H", "H", "H", "H", "H", "H", "H", "H", "H", "H", "H", "H", "H", "H", "H", "H", "H", "H", "H", "H", "H", "H", "H", "H", "H", "H", "H", "H", "H", "H", "H", "H", "H", "H", "H", "H", "H"], "coordinates": [[-0.06, 0.57, -1.46], [-0.36, 3.61, -2.96], [1.54, -0.95, 3.47], [-3.90, 4.89, 2.93], [3.70, 0.02, -5.15], [-2.09, 3.40, 3.23], [-0.12, 4.36, 1.29], [2.60, -6.96, 0.92], [1.88, -3.17, 3.16], [4.67, -7.81, 0.53], [2.20, 1.46, -6.08], [-6.29, 0.83, 1.68], [0.12, 3.17, -0.71], [-6.59, 1.97, 0.79], [-2.06, 3.55, 0.05], [1.51, -4.40, 2.49], [-3.34, 3.02, -1.92], [-0.74, 3.36, -1.86], [1.61, 2.02, -7.27], [4.80, -8.25, 1.91], [-3.81, 6.18, 2.33], [0.79, 1.89, -0.56], [3.53, -7.19, 0.17], [3.17, 0.53, -6.13], [5.75, -8.05, -0.40], [2.98, -3.19, 4.12], [-0.14, 0.85, 1.64], [-0.61, 3.75, 0.38], [-4.41, 3.25, 0.26], [1.03, 1.48, 0.89], [1.26, -2.01, 2.94], [1.73, 1.91, -4.77], [-3.19, 3.57, 0.87], [-5.69, 3.19, 1.06], [-4.47, 3.00, -1.11], [-2.14, 3.29, -1.31], [-3.03, 3.95, 2.40], [1.21, -5.15, 3.22], [-6.27, 4.10, 0.88], [-1.19, 3.63, 2.96], [4.73, -7.40, 2.59], [-5.82, 0.10, 1.17], [-3.39, 2.82, -2.98], [5.77, -8.73, 2.04], [-5.49, 3.19, 2.13], [3.46, 0.25, -7.16], [1.34, 1.06, -4.21], [-5.43, 2.78, -1.57], [2.07, 1.58, -8.15], [0.95, 2.65, -4.90], [1.83, 0.74, 0.86], [3.52, -6.89, -0.89], [1.42, 2.33, 1.45], [0.54, 1.82, -7.30], [2.63, -2.87, 5.10], [0.68, -4.22, 1.81], [-5.68, 1.10, 2.43], [3.38, -4.20, 4.19], [1.77, 1.96, -1.04], [0.22, 0.59, 2.63], [2.56, 2.34, -4.21], [2.35, -4.79, 1.92], [6.66, -7.56, -0.06], [-7.62, 2.28, 0.98], [5.94, -9.12, -0.49], [-4.56, 6.82, 2.81], [1.76, 3.10, -7.30], [-6.52, 1.62, -0.23], [5.48, -7.66, -1.38], [-4.01, 6.16, 1.26], [3.77, -2.51, 3.80], [4.01, -8.96, 2.16], [0.44, -2.09, 2.20], [-1.00, 1.51, 1.78], [-0.48, -0.08, 1.18], [-2.84, 6.64, 2.51]]}


{"formula": "C31H56MgN7O", "method": "wB97M-V/def2-TZVPD", "homo_ev": -11.0, "charge": 1, "total_energy_ha": -1872.76647, "lumo_energy_ha": -0.2915, "species": ["Mg", "O", "N", "N", "N", "N", "N", "N", "N", "C", "C", "C", "C", "C", "C", "C", "C", "C", "C", "C", "C", "C", "C", "C", "C", "C", "C", "C", "C", "C", "C", "C", "C", "C", "C", "C", "C", "C", "C", "C", "H", "H", "H", "H", "H", "H", "H", "H", "H", "H", "H", "H", "H", "H", "H", "H", "H", "H", "H", "H", "H", "H", "H", "H", "H", "H", "H", "H", "H", "H", "H", "H", "H", "H", "H", "H", "H", "H", "H", "H", "H", "H", "H", "H", "H", "H", "H", "H", "H", "H", "H", "H", "H", "H", "H", "H"], "coordinates": [[-3.37, 0.93, 3.43], [-0.47, 1.83, 0.51], [-6.45, 10.39, -4.50], [4.97, -4.42, 3.81], [-3.41, -1.30, -6.56], [6.53, -4.13, -9.29], [-3.67, -3.08, 0.12], [-1.29, -2.45, 6.41], [-1.26, 4.44, 5.74], [-6.37, 9.26, -4.20], [-1.01, -3.40, 7.12], [5.34, -3.51, 3.19], [0.05, 6.79, 5.72], [-5.12, 7.62, -2.77], [0.93, 1.05, -1.35], [-1.48, -6.91, -2.31], [7.23, -2.02, 2.44], [-1.70, -3.71, 10.23], [-0.64, 5.45, 5.68], [-6.72, -0.29, -5.93], [2.28, 5.75, 6.37], [-4.56, 1.01, -5.84], [-5.01, 8.74, -1.73], [-3.47, -3.98, -0.63], [-1.82, -4.79, 9.12], [-3.24, -5.16, -1.46], [8.36, -3.11, 2.59], [-1.84, -5.90, -1.14], [7.58, -4.16, -6.85], [-3.88, -0.32, -6.21], [-6.24, 7.79, -3.81], [-0.71, -4.66, 8.00], [5.28, -4.52, -5.68], [7.01, -4.13, -8.22], [0.19, 3.53, -1.24], [1.52, 6.60, 5.34], [-5.87, 0.87, -5.22], [0.50, 2.19, -0.44], [6.78, -4.74, -5.73], [5.70, -2.40, 2.37], [8.86, -3.15, 1.63], [7.41, -1.43, 3.33], [0.27, -4.52, 8.46], [1.44, 2.41, 0.08], [-3.75, 1.43, -5.24], [-1.57, -5.74, 9.61], [0.25, 0.94, -2.19], [-2.82, -4.81, 8.70], [-0.53, -7.43, -2.20], [-6.39, -0.43, -6.96], [4.97, -1.59, 2.45], [-7.78, -0.08, -6.08], [1.99, 7.58, 5.42], [6.96, -5.82, -5.72], [-5.92, 9.32, -1.56], [-0.65, -3.55, 10.45], [-4.64, 1.62, -6.74], [-4.39, 9.54, -2.11], [-3.33, -4.80, -2.49], [4.95, -3.50, -5.46], [-2.05, -6.27, -0.14], [-6.50, -1.20, -5.35], [-0.84, 3.89, -1.18], [2.00, 5.91, 7.42], [-6.39, 1.82, -5.19], [-1.44, -6.50, -3.32], [0.68, 3.54, -2.22], [-4.07, -5.84, -1.26], [4.79, -4.82, -6.60], [8.48, -4.75, -7.04], [7.54, -1.26, 1.72], [-6.02, 7.31, -4.76], [1.89, 1.28, -1.81], [7.77, -3.14, -6.51], [-5.69, 0.61, -4.18], [-0.37, 7.49, 5.00], [-2.34, -7.58, -2.31], [4.93, -5.14, -4.86], [9.18, -2.78, 3.23], [-2.29, -3.92, 11.12], [8.01, -4.10, 2.88], [-4.23, 7.66, -3.40], [-4.43, 8.47, -0.85], [-0.67, -5.53, 7.35], [-0.11, 7.20, 6.72], [-5.16, 6.64, -2.30], [3.36, 5.76, 6.23], [-7.15, 7.43, -3.34], [5.48, -2.67, 1.34], [-1.04, -5.16, -1.02], [1.83, 6.37, 4.33], [1.05, 0.21, -0.66], [0.75, 4.30, -0.71], [1.93, 4.73, 6.18], [-1.98, -2.75, 9.80], [7.12, -4.33, -4.78]]}


{"formula": "C73H187N15O24", "method": "wB97M-V/def2-TZVPD", "homo_ev": -8.5, "charge": 0, "total_energy_ha": -5519.73043, "lumo_energy_ha": 0.0093, "species": ["O", "O", "O", "O", "O", "O", "O", "O", "O", "O", "O", "O", "O", "O", "O", "O", "O", "O", "O", "O", "O", "O", "O", "O", "N", "N", "N", "N", "N", "N", "N", "N", "N", "N", "N", "N", "N", "N", "N", "C", "C", "C", "C", "C", "C", "C", "C", "C", "C", "C", "C", "C", "C", "C", "C", "C", "C", "C", "C", "C", "C", "C", "C", "C", "C", "C", "C", "C", "C", "C", "C", "C", "C", "C", "C", "C", "C", "C", "C", "C", "C", "C", "C", "C", "C", "C", "C", "C", "C", "C", "C", "C", "C", "C", "C", "C", "C", "C", "C", "C", "C", "C", "C", "C", "C", "C", "C", "C", "C", "C", "C", "C", "H", "H", "H", "H", "H", "H", "H", "H", "H", "H", "H", "H", "H", "H", "H", "H", "H", "H", "H", "H", "H", "H", "H", "H", "H", "H", "H", "H", "H", "H", "H", "H", "H", "H", "H", "H", "H", "H", "H", "H", "H", "H", "H", "H", "H", "H", "H", "H", "H", "H", "H", "H", "H", "H", "H", "H", "H", "H", "H", "H", "H", "H", "H", "H", "H", "H", "H", "H", "H", "H", "H", "H", "H", "H", "H", "H", "H", "H", "H", "H", "H", "H", "H", "H", "H", "H", "H", "H", "H", "H", "H", "H", "H", "H", "H", "H", "H", "H", "H", "H", "H", "H", "H", "H", "H", "H", "H", "H", "H", "H", "H", "H", "H", "H", "H", "H", "H", "H", "H", "H", "H", "H", "H", "H", "H", "H", "H", "H", "H", "H", "H", "H", "H", "H", "H", "H", "H", "H", "H", "H", "H", "H", "H", "H", "H", "H", "H", "H", "H", "H", "H", "H", "H", "H", "H", "H", "H", "H", "H", "H", "H", "H", "H", "H", "H", "H", "H", "H", "H", "H", "H", "H", "H", "H", "H", "H", "H", "H", "H", "H", "H", "H", "H", "H", "H", "H", "H"], "coordinates": [[15.14, 13.73, -31.72], [15.38, 9.96, -20.92], [0.77, 3.11, -19.07], [17.22, 27.92, -22.40], [4.48, 8.17, -10.80], [16.92, 21.16, -25.88], [10.89, 8.78, -27.08], [4.52, 15.89, -19.17], [15.55, 15.17, -37.66], [3.13, 6.15, -23.96], [11.69, 23.88, -23.82], [5.86, 0.96, -20.70], [14.30, 0.97, -15.85], [12.53, 14.17, -21.53], [11.16, 12.26, -10.23], [-0.03, 11.42, -19.38], [27.31, 12.85, -12.21], [0.58, -2.36, -22.32], [11.78, 7.44, -9.24], [10.66, 10.37, -17.67], [3.75, 3.19, -11.37], [16.58, 22.65, -18.51], [15.31, 3.68, -24.09], [23.34, 14.77, -16.50], [11.74, 25.89, -25.88], [10.48, 12.33, -20.01], [17.02, 10.96, -19.85], [15.33, 13.97, -34.89], [13.78, 6.77, -25.74], [4.42, 5.89, -12.50], [25.52, 13.58, -14.40], [3.55, -1.68, -21.70], [16.47, 22.66, -29.25], [1.61, 6.05, -21.08], [15.69, 2.58, -12.59], [15.29, 10.60, -18.82], [1.54, 14.78, -19.68], [17.16, 25.37, -19.60], [12.24, 10.25, -8.35], [1.09, 5.94, -22.43], [15.29, 15.90, -36.48], [11.82, 11.64, -7.99], [11.47, 25.30, -23.50], [2.41, 2.55, -11.53], [10.43, 9.80, -16.35], [9.76, 11.15, -19.80], [14.29, 1.52, -14.58], [4.16, 6.40, -22.99], [16.36, 13.82, -32.51], [18.05, 28.35, -23.42], [6.40, 1.57, -19.51], [2.02, 5.30, -23.50], [17.22, 22.82, -19.70], [4.04, 14.60, -19.25], [10.51, 12.72, -21.44], [4.01, 4.74, -13.26], [3.71, 7.09, -12.81], [1.26, -2.28, -21.01], [15.14, 5.08, -24.38], [-0.89, -2.45, -22.16], [10.16, 8.08, -28.09], [13.91, 5.39, -25.33], [17.03, 21.61, -17.64], [15.19, 14.37, -30.43], [16.67, 3.36, -23.69], [25.28, 13.37, -15.85], [16.16, 21.63, -27.00], [15.85, 16.01, -38.79], [2.90, 14.70, -20.27], [15.91, 10.40, -19.92], [4.49, -0.62, -21.90], [12.27, 8.36, -27.02], [16.60, 0.73, -13.83], [5.05, -0.24, -20.52], [1.80, 4.77, -20.33], [16.19, 13.22, -33.93], [17.76, 26.86, -21.56], [16.76, 24.12, -20.34], [22.76, 15.33, -17.63], [12.20, 26.23, -24.56], [9.49, 10.85, -18.39], [10.99, 23.02, -22.92], [5.77, 16.00, -18.46], [-0.37, 2.45, -18.54], [11.25, 13.03, -11.37], [2.28, -1.19, -21.12], [16.90, 26.58, -20.36], [26.80, 14.27, -14.15], [18.43, 22.41, -27.93], [17.10, 21.73, -28.25], [4.21, 8.39, -12.14], [11.16, 14.07, -21.73], [14.64, 1.72, -16.98], [11.80, 9.19, -7.42], [12.17, 7.79, -7.90], [12.42, 7.08, -26.16], [-0.88, 11.62, -20.46], [27.87, 12.77, -10.95], [24.75, 14.55, -16.61], [15.81, 15.30, -35.16], [15.69, 2.02, -13.96], [1.14, 12.23, -19.39], [1.10, 13.67, -18.80], [10.45, 7.52, -9.52], [4.48, 3.44, -12.60], [12.04, 12.64, -9.16], [17.07, 19.75, -25.85], [0.38, 4.14, -19.94], [12.00, 27.75, -24.38], [27.14, 14.17, -12.66], [12.75, 14.41, -20.19], [4.80, 9.32, -9.97], [3.39, 9.11, -12.19], [3.83, 7.02, -22.15], [10.15, 8.57, -9.42], [17.57, 29.17, -23.96], [12.02, 6.20, -26.68], [0.13, 13.90, -18.37], [10.00, 22.76, -23.28], [2.45, 4.41, -23.04], [1.69, 12.19, -20.33], [11.77, 12.40, -12.09], [3.21, -2.09, -22.56], [16.39, 21.50, -16.76], [14.41, 10.14, -18.60], [17.02, 20.64, -18.14], [13.22, 25.90, -24.37], [15.85, 26.70, -20.61], [15.23, 21.08, -27.15], [11.02, 14.25, -22.79], [5.58, 15.60, -17.47], [26.69, 15.29, -14.53], [2.92, 4.78, -13.18], [-0.26, 4.80, -19.36], [28.85, 13.24, -10.86], [10.25, 13.14, -11.78], [-1.29, -3.06, -22.97], [17.30, 3.36, -24.58], [15.05, 5.72, -23.50], [-1.77, 10.99, -20.44], [15.80, 12.21, -33.81], [10.06, 6.99, -28.03], [16.41, 15.46, -39.55], [17.82, 25.96, -22.17], [24.51, 12.61, -15.94], [14.82, 16.18, -39.12], [16.83, 0.19, -14.76], [0.01, 1.70, -17.85], [28.06, 11.70, -10.81], [17.60, 19.49, -24.93], [3.01, 13.77, -20.84], [12.28, 28.13, -23.40], [12.79, 8.19, -27.97], [19.05, 28.70, -23.13], [1.75, 3.21, -12.08], [14.22, 14.35, -29.92], [-1.23, -2.93, -21.25], [11.45, 12.20, -19.75], [15.88, 22.66, -26.80], [1.71, 13.57, -17.90], [27.60, 13.68, -14.60], [6.82, 0.88, -18.78], [9.01, 11.63, -17.81], [10.82, 11.85, -22.02], [17.71, 19.34, -26.63], [-0.12, 3.72, -20.81], [11.84, 13.95, -11.39], [1.83, -0.29, -21.55], [13.92, 4.85, -26.27], [16.44, 16.89, -38.56], [5.27, 9.01, -9.04], [5.07, 8.75, -12.71], [-1.41, -1.49, -22.15], [11.90, 10.07, -9.29], [17.61, 10.95, -20.67], [10.53, 8.33, -29.08], [5.53, 3.64, -12.41], [18.17, 27.49, -24.08], [4.30, 4.85, -14.30], [16.68, 2.32, -23.37], [5.70, -1.03, -20.16], [18.13, 25.21, -19.36], [10.84, 23.37, -21.90], [11.22, 9.07, -16.18], [4.74, 13.85, -19.62], [-0.91, 1.92, -19.33], [18.28, 22.99, -27.02], [9.48, 9.28, -16.41], [5.68, 2.20, -19.00], [15.89, 13.94, -29.72], [16.02, -0.10, -13.43], [1.70, -3.27, -20.84], [22.52, 14.57, -18.38], [13.25, 7.79, -7.84], [5.28, -0.85, -22.62], [15.41, 15.44, -30.44], [16.03, 5.37, -24.93], [11.69, 13.57, -8.72], [1.52, 15.58, -19.06], [15.52, 16.96, -36.51], [12.15, 9.41, -6.41], [-1.36, 12.58, -20.29], [23.35, 16.13, -18.07], [17.37, 11.16, -18.92], [17.02, 3.97, -22.86], [6.05, 17.05, -18.45], [10.43, 10.51, -15.52], [2.36, -0.89, -20.08], [9.48, 12.74, -21.80], [11.94, 24.91, -26.00], [1.82, 11.72, -18.70], [12.36, 26.37, -26.51], [10.60, 14.90, -21.31], [26.30, 14.66, -12.16], [18.81, 27.04, -21.31], [3.74, 14.28, -18.25], [11.83, 7.03, -7.20], [10.17, 10.24, -20.25], [12.45, 15.42, -19.93], [18.31, 22.80, -19.66], [11.80, 7.20, -25.27], [16.25, 23.55, -28.83], [14.22, 7.32, -25.02], [24.98, 14.25, -17.63], [12.27, 13.77, -19.45], [0.12, 5.46, -22.58], [21.76, 15.75, -17.47], [9.96, 6.78, -8.89], [8.83, 11.11, -20.36], [16.12, 2.72, -14.68], [16.89, 15.40, -35.02], [4.50, 5.48, -22.50], [25.53, 12.69, -13.92], [11.66, 22.18, -22.74], [17.18, 12.98, -34.32], [1.45, 5.02, -24.38], [4.03, 10.08, -9.81], [13.04, 12.65, -9.58], [17.47, 0.82, -13.18], [26.18, 13.03, -16.34], [15.56, 22.26, -29.42], [13.81, 14.27, -19.97], [18.85, 23.14, -28.63], [3.93, 0.22, -22.32], [0.89, 6.93, -22.84], [13.84, 0.74, -13.97], [3.12, 15.50, -20.98], [1.90, 2.37, -10.59], [15.38, 2.50, -16.79], [16.19, 19.13, -25.99], [25.24, 15.50, -16.36], [7.20, 2.26, -19.81], [16.59, 14.88, -32.47], [3.76, 7.16, -13.89], [27.21, 13.08, -10.15], [2.42, 4.04, -20.87], [14.98, 2.10, -12.06], [18.01, 21.95, -17.33], [12.36, 12.08, -7.16], [19.22, 21.69, -27.73], [5.64, 9.93, -10.30], [15.35, 3.52, -12.65], [10.34, 7.29, -10.58], [17.20, 20.70, -28.59], [10.75, 11.73, -7.82], [14.20, 15.85, -36.40], [4.31, 0.03, -19.77], [5.06, 6.75, -23.48], [12.58, 28.31, -25.12], [15.38, 16.00, -34.44], [8.84, 9.97, -18.40], [15.69, 11.24, -18.15], [0.57, -2.15, -20.18], [4.32, 2.60, -13.28], [12.87, 9.09, -26.48], [17.25, 24.19, -21.31], [11.73, 25.50, -22.47], [15.23, 1.13, -17.68], [4.22, 5.62, -11.55], [6.58, 15.44, -18.93], [10.39, 25.44, -23.47], [27.96, 14.86, -12.44], [16.91, 21.95, -20.29], [2.39, 5.08, -19.47], [10.71, 9.27, -7.44], [1.15, 6.76, -20.52], [2.58, 1.63, -12.09], [17.10, 13.32, -31.89], [-1.13, 3.02, -18.00], [17.00, 27.38, -19.64], [2.71, 6.85, -12.47], [14.40, 14.11, -34.52], [-0.34, 11.71, -21.40], [9.13, 8.42, -28.06], [10.99, 28.12, -24.59], [13.79, 2.10, -17.55], [15.68, 24.09, -20.50], [13.62, 2.37, -14.53], [13.06, 5.10, -24.71]]}


{"formula": "C5H12N2O2", "method": "wB97M-V/def2-TZVPD", "smiles": "CN[C@H](O)N1C[C@]1(C)O", "homo_ev": -8.7, "charge": 0, "total_energy_ha": -457.62397, "lumo_energy_ha": 0.0325, "species": ["O", "O", "N", "N", "C", "C", "C", "C", "C", "H", "H", "H", "H", "H", "H", "H", "H", "H", "H", "H", "H"], "coordinates": [[-1.12, 1.40, -1.67], [1.02, -0.74, -1.54], [0.26, 1.13, 0.36], [-1.45, -0.34, -0.21], [1.50, 1.29, -0.37], [1.23, -0.16, -0.32], [-0.99, 1.06, -0.30], [-1.89, -0.73, 1.12], [1.74, -1.07, 0.75], [0.44, -1.51, -1.43], [-2.13, -1.79, 1.13], [2.73, -1.44, 0.47], [-1.67, 1.73, 0.25], [-2.20, -0.48, -0.88], [1.82, -0.52, 1.69], [-0.28, 1.46, -2.14], [2.31, 1.61, 0.27], [1.07, -1.92, 0.90], [1.46, 1.73, -1.36], [-1.09, -0.54, 1.82], [-2.77, -0.16, 1.46]]}